(1)
Formula: C4H10O2
Source: OMol25
Level of theory: wB97M-V/def2-TZVPD

Relative energy (zero: lowest compared OMol25 entry of this formula, charge and spin) = 458.5 kJ/mol
HOMO-LUMO gap = 8.86 eV
E_HOMO = -8.0 eV

Last column: Löwdin charge in e.
Geometry (Å):
C -0.8689 -1.2029 1.6620  -0.099
O -0.5232 -0.8592 0.3409  -0.240
C -0.8076 0.4957 0.0102  -0.232
C -0.1253 0.7943 -1.3189  -0.264
C 1.3679 1.0013 -1.3263  -0.021
O 2.0333 -0.4138 -0.3151  -0.060
H -1.9451 -1.0726 1.8372  0.092
H -0.6107 -2.2544 1.8026  0.093
H -0.3142 -0.5962 2.3914  0.095
H -0.4249 1.1634 0.7974  0.128
H -1.8987 0.6260 -0.0528  0.124
H -0.4358 0.0283 -2.0424  0.109
H -0.5055 1.7491 -1.7142  0.121
H 2.2051 -0.3012 -1.3107  0.055
H 1.6392 1.7732 -0.5962  0.040
H 1.2146 -0.9308 -0.1650  0.058



(2)
Formula: C62H71AsBiBrOSSb2
Source: OMol25
Level of theory: wB97M-V/def2-TZVPD

Relative energy (zero: lowest compared OMol25 entry of this formula, charge and spin) = 21.0 kJ/mol
HOMO-LUMO gap = 7.94 eV
E_HOMO = -7.8 eV

Last column: Löwdin charge in e.
Geometry (Å):
Bi 1.4164 1.3111 -0.2788  1.194
C 1.7759 3.6356 -0.4941  -0.315
C 1.1382 3.9015 0.8064  -0.226
C -0.2428 3.9402 0.5703  -0.144
C -0.4427 3.8784 -0.8562  -0.029
C 0.7529 3.7864 -1.5228  -0.283
C 0.9638 3.9562 -3.0186  -0.548
C 0.4221 2.7568 -3.8192  -0.054
C 2.4451 4.1690 -3.3439  -0.064
C 0.1908 5.2079 -3.4674  -0.046
C -1.4472 3.8956 1.5226  -0.513
C -1.4271 2.5446 2.2497  -0.060
C -1.5052 5.0384 2.5460  -0.050
C -2.7622 3.9646 0.7384  -0.064
C 1.9937 4.3790 1.9921  -0.522
C 1.7518 3.6356 3.3134  -0.052
C 3.4984 4.2783 1.6918  -0.082
C 1.7207 5.8861 2.1633  -0.036
H 2.8097 3.8892 -0.6890  0.097
H -1.4074 3.9643 -1.3405  0.104
H 0.7349 1.8090 -3.3812  -0.009
H 0.7936 2.7867 -4.8481  0.093
H -0.6703 2.7854 -3.8490  0.067
H 3.0480 3.2992 -3.0773  0.030
H 2.8353 5.0439 -2.8163  0.090
H 2.5599 4.3456 -4.4161  0.087
H -0.8813 5.0965 -3.2888  0.073
H 0.3450 5.3717 -4.5392  0.088
H 0.5384 6.0930 -2.9285  0.093
H -0.4769 2.3864 2.7549  0.048
H -1.5666 1.7297 1.5276  0.048
H -2.2341 2.4899 2.9911  0.096
H -0.7037 5.0001 3.2799  0.057
H -2.4518 4.9821 3.0910  0.087
H -1.4677 6.0067 2.0400  0.093
H -2.8464 3.1583 0.0127  0.045
H -2.8655 4.9176 0.2102  0.100
H -3.6027 3.8748 1.4331  0.092
H 2.0271 2.5818 3.2211  0.041
H 0.7196 3.6946 3.6552  0.054
H 2.3772 4.0762 4.0971  0.090
H 3.8213 3.2552 1.5070  0.006
H 4.0490 4.6460 2.5620  0.089
H 3.7852 4.9022 0.8412  0.083
H 0.6902 6.0991 2.4358  0.050
H 1.9304 6.4085 1.2247  0.095
H 2.3775 6.2977 2.9375  0.090
C -4.3685 -0.4389 0.6426  -0.395
C -3.9422 -1.5565 1.6147  -0.370
C -2.7811 -1.1936 2.5637  -0.383
Sb -0.8353 -1.5754 1.6673  1.353
C -1.0837 -3.6935 1.9916  -0.385
C -1.2713 -4.5418 0.9001  -0.141
C -1.4492 -5.9115 1.0777  -0.083
C -1.4563 -6.4468 2.3576  -0.092
C -1.3007 -5.6084 3.4573  -0.086
C -1.1158 -4.2434 3.2765  -0.132
C 0.2828 -1.2473 3.4789  -0.395
C 1.3089 -2.1124 3.8569  -0.144
C 2.0904 -1.8503 4.9757  -0.074
C 1.8459 -0.7184 5.7447  -0.089
C 0.8250 0.1503 5.3836  -0.090
C 0.0551 -0.1099 4.2550  -0.138
Sb -2.9825 0.0292 -0.9593  1.431
C -4.1552 1.6724 -1.7343  -0.410
C -3.6459 2.3427 -2.8483  -0.154
C -4.2903 3.4532 -3.3785  -0.089
C -5.4686 3.9109 -2.7986  -0.091
C -5.9953 3.2469 -1.6972  -0.086
C -5.3419 2.1377 -1.1673  -0.137
C -3.8547 -1.3515 -2.3732  -0.365
C -3.0500 -2.2277 -3.1012  -0.139
C -3.6106 -3.1048 -4.0269  -0.096
C -4.9839 -3.1244 -4.2224  -0.093
C -5.7958 -2.2506 -3.5063  -0.086
C -5.2334 -1.3656 -2.5954  -0.128
H -4.5307 0.4893 1.2001  0.048
H -5.3107 -0.7147 0.1641  0.044
H -3.6908 -2.4688 1.0584  0.085
H -4.8182 -1.8106 2.2182  0.102
H -2.8062 -1.8212 3.4552  0.051
H -2.8644 -0.1504 2.8842  0.038
H -1.2795 -4.1365 -0.1043  0.070
H -1.5753 -6.5549 0.2135  0.102
H -1.5918 -7.5125 2.5013  0.100
H -1.3219 -6.0200 4.4599  0.101
H -0.9879 -3.6067 4.1436  0.095
H 1.4989 -3.0058 3.2770  0.064
H 2.8984 -2.5252 5.2351  0.101
H 2.4432 -0.5190 6.6266  0.100
H 0.6312 1.0376 5.9756  0.102
H -0.7393 0.5748 3.9899  0.068
H -2.7319 1.9846 -3.3153  0.074
H -3.8714 3.9668 -4.2378  0.102
H -5.9755 4.7772 -3.2042  0.100
H -6.9171 3.5968 -1.2446  0.102
H -5.7686 1.6441 -0.3006  0.085
H -1.9748 -2.2254 -2.9494  0.056
H -2.9720 -3.7643 -4.6047  0.096
H -5.4225 -3.8153 -4.9326  0.101
H -6.8677 -2.2497 -3.6668  0.102
H -5.8779 -0.6707 -2.0675  0.088
S 2.8150 0.7163 -2.3585  0.512
C 3.9643 -0.6497 -2.2796  -0.635
C 5.0997 -0.4319 -3.0731  -0.140
C 6.0077 -1.4452 -3.3154  -0.083
C 5.7959 -2.7040 -2.7673  -0.080
C 4.6990 -2.9088 -1.9502  -0.117
C 3.7703 -1.8990 -1.6784  -0.393
As 2.3609 -2.2697 -0.3460  1.244
C 3.5106 -3.1143 0.9949  -0.406
C 4.7830 -2.6194 1.2732  -0.139
C 5.5282 -3.1395 2.3241  -0.075
C 5.0109 -4.1631 3.1093  -0.091
C 3.7543 -4.6795 2.8242  -0.089
C 3.0090 -4.1544 1.7757  -0.154
C 1.6354 -3.8794 -1.2155  -0.374
C 0.4564 -3.6929 -1.9384  -0.150
C -0.1364 -4.7409 -2.6326  -0.083
C 0.4505 -5.9978 -2.6160  -0.085
C 1.6176 -6.2020 -1.8883  -0.076
C 2.2010 -5.1539 -1.1864  -0.111
H 5.2465 0.5495 -3.5062  0.092
H 6.8771 -1.2537 -3.9343  0.105
H 6.4861 -3.5155 -2.9609  0.103
H 4.5606 -3.8834 -1.5015  0.091
H 5.1972 -1.8187 0.6730  0.086
H 6.5116 -2.7338 2.5332  0.104
H 5.5802 -4.5488 3.9475  0.101
H 3.3493 -5.4913 3.4186  0.108
H 2.0245 -4.5628 1.5645  0.099
H -0.0193 -2.7175 -1.9277  0.055
H -1.0669 -4.5786 -3.1667  0.088
H -0.0047 -6.8198 -3.1567  0.103
H 2.0756 -7.1837 -1.8634  0.104
H 3.0859 -5.3456 -0.5943  0.092
O -0.1785 -0.5409 -2.6701  -0.198
H 0.6700 -0.9143 -2.9447  0.007
H -0.4915 -0.0488 -3.4393  0.040
Br 3.2812 0.6104 1.4223  0.071



(3)
Formula: C20H27FN2O3S
Source: OMol25
Level of theory: wB97M-V/def2-TZVPD

Relative energy (zero: lowest compared OMol25 entry of this formula, charge and spin) = 0.0 kJ/mol
SMILES = CC1(C)[C@@H]2CC[C@@]1(CS(=O)(=O)N1CCN(c3ccccc3F)CC1)C(=O)C2
HOMO-LUMO gap = 8.57 eV
E_HOMO = -7.9 eV

Last column: Löwdin charge in e.
Geometry (Å):
C -4.6805 1.5010 -0.0128  -0.010
H -5.3806 1.8439 -0.7717  0.095
H -5.2505 1.1837 0.8531  0.076
H -4.0607 2.3464 0.2774  0.090
C -3.7980 0.3995 -0.6008  -0.438
C -3.0110 1.0306 -1.7467  -0.023
H -2.4877 1.9166 -1.3946  0.075
H -3.6975 1.3261 -2.5387  0.097
H -2.2603 0.3660 -2.1576  0.071
C -4.5675 -0.8758 -1.0131  -0.232
H -5.3096 -0.7431 -1.7982  0.152
C -3.4402 -1.8459 -1.3786  -0.039
C -2.4054 -1.5472 -0.3166  -0.356
O -1.4392 -2.1997 -0.0247  0.112
C -2.9426 -0.3474 0.4494  -0.360
C -1.9057 0.3868 1.2569  -0.102
H -1.4772 -0.2683 2.0108  0.113
H -2.3003 1.2840 1.7248  0.116
S -0.4681 0.9662 0.2852  0.682
O -0.5666 2.3964 0.1815  -0.296
O -0.3194 0.2314 -0.9385  -0.275
N 0.7539 0.6083 1.3801  -0.240
C 1.3003 -0.7286 1.2368  -0.164
H 0.4831 -1.4024 0.9780  0.099
C 2.3667 -0.7907 0.1444  -0.124
N 3.3870 0.2154 0.3892  -0.089
C 4.6651 0.0232 -0.1126  -0.167
C 5.3911 -1.1363 0.1946  -0.203
C 6.6823 -1.3480 -0.2363  -0.019
C 7.3206 -0.3780 -0.9909  -0.097
C 6.6420 0.7868 -1.2996  -0.096
C 5.3411 0.9820 -0.8744  -0.022
H 4.8315 1.8899 -1.1549  0.104
H 7.1243 1.5521 -1.8892  0.101
H 8.3335 -0.5327 -1.3270  0.100
H 7.1788 -2.2652 0.0397  0.117
F 4.8275 -2.1007 0.9698  0.050
C 2.8185 1.5453 0.4049  -0.147
H 3.6038 2.2761 0.6038  0.127
C 1.7825 1.6141 1.5305  -0.174
H 1.2863 2.5843 1.5266  0.112
H 2.2709 1.4498 2.4958  0.133
H 2.3170 1.7903 -0.5453  0.135
H 2.8065 -1.7850 0.1296  0.124
H 1.8771 -0.6062 -0.8232  0.123
H 1.7305 -1.0185 2.2000  0.135
C -4.0253 -1.0473 1.3217  -0.084
H -3.6204 -1.9429 1.7936  0.130
H -4.3573 -0.3785 2.1149  0.120
C -5.1476 -1.3707 0.3188  -0.122
H -6.0725 -0.8511 0.5641  0.110
H -5.3683 -2.4371 0.2837  0.115
H -3.0243 -1.6537 -2.3666  0.132
H -3.7371 -2.8950 -1.3474  0.133



(4)
Formula: C5H20BClMgO5S
Source: OMol25
Level of theory: wB97M-V/def2-TZVPD

Relative energy (zero: lowest compared OMol25 entry of this formula, charge and spin) = 0.0 kJ/mol
HOMO-LUMO gap = 9.34 eV
E_HOMO = -9.2 eV

Last column: Löwdin charge in e.
Geometry (Å):
Mg 3.7855 25.9271 20.0735  0.250
Cl 3.3854 28.1425 19.4695  -0.034
B 2.6666 24.8622 21.3222  -0.357
H 3.1323 25.7110 22.0324  -0.004
H 3.5327 24.1826 20.8213  0.004
H 1.8566 24.1843 21.8959  0.017
H 2.1508 25.4169 20.4044  -0.037
O 0.2767 25.1425 17.9242  -0.237
S 1.5094 25.5513 17.3363  0.581
O 2.7130 25.4439 18.0979  -0.354
O 1.7303 24.7573 15.9810  -0.251
C 1.8983 23.3309 16.1448  -0.261
C 1.6826 22.7015 14.7917  -0.065
C 1.3705 27.1596 16.6801  -0.119
H 1.1968 22.9387 16.8819  0.122
H 2.9081 23.1400 16.5143  0.117
H 1.9177 21.6390 14.8434  0.083
H 2.3668 23.1349 14.0606  0.082
H 0.6602 22.8642 14.4587  0.084
H 0.3456 27.2595 16.3266  0.080
H 2.0742 27.3207 15.8709  0.081
H 1.5530 27.8441 17.5088  0.025
C 5.8117 25.4664 17.8292  -0.074
O 5.2567 24.9795 19.0629  -0.178
H 5.5217 26.5111 17.7553  0.082
H 6.8995 25.4039 17.8657  0.092
H 5.4253 24.8891 16.9918  0.088
H 5.5613 24.0838 19.2297  0.120
C 5.7278 26.0452 22.7920  -0.101
O 5.5028 26.4957 21.4516  -0.188
H 4.7839 26.0557 23.3316  0.076
H 6.0673 25.0070 22.7740  0.090
H 6.4745 26.6600 23.2884  0.089
H 6.0816 27.2335 21.2508  0.097



(5)
Formula: C25H18ClNO4PPd
Source: OMol25
Level of theory: wB97M-V/def2-TZVPD

Relative energy (zero: lowest compared OMol25 entry of this formula, charge and spin) = 119.3 kJ/mol
Net charge = +1
HOMO-LUMO gap = 7.28 eV
E_HOMO = -11.9 eV

Last column: Löwdin charge in e.
Geometry (Å):
Pd 0.0985 -0.4405 0.1617  0.633
O -2.7459 -1.3983 -3.2356  0.169
C -1.7751 -1.0982 -2.3978  -0.459
O -1.7452 -1.4559 -1.2375  -0.001
C -0.6862 -0.2680 -2.9800  -0.173
C -0.5983 0.1060 -4.3079  0.034
C 0.4887 0.8802 -4.7042  -0.005
C 1.4326 1.2488 -3.7646  0.043
C 1.2557 0.8291 -2.4500  -0.158
N 0.2302 0.0914 -2.0795  0.086
C 2.1999 1.2287 -1.3225  -0.563
O 3.0465 2.0734 -1.5263  0.099
O 2.0120 0.5927 -0.2114  -0.176
H -3.4235 -1.9306 -2.7970  0.150
H -1.3622 -0.1923 -5.0118  0.128
H 0.5875 1.1889 -5.7358  0.122
H 2.2960 1.8542 -4.0026  0.131
Cl -1.4619 -1.4500 1.7628  0.786
C -0.9991 -0.9979 3.3788  -0.603
C -1.7020 -1.5483 4.4355  -0.083
C -1.3018 -1.2518 5.7283  -0.044
C -0.1999 -0.4369 5.9525  -0.046
C 0.4816 0.1151 4.8821  -0.071
C 0.0738 -0.1433 3.5754  -0.355
P 0.9973 0.5453 2.1530  1.104
C 2.6111 -0.2444 2.3816  -0.347
C 3.6848 0.4150 2.9667  -0.069
C 4.8863 -0.2550 3.1455  -0.056
C 5.0153 -1.5752 2.7467  -0.057
C 3.9426 -2.2358 2.1592  -0.057
C 2.7445 -1.5729 1.9748  -0.092
C 1.1554 2.3094 2.4213  -0.333
C 0.3161 2.9989 3.2974  -0.074
C 0.4498 4.3697 3.4295  -0.059
C 1.3834 5.0589 2.6657  -0.047
C 2.2068 4.3746 1.7809  -0.042
C 2.0968 3.0017 1.6505  -0.077
H -2.5416 -2.2047 4.2503  0.116
H -1.8487 -1.6720 6.5610  0.120
H 0.1286 -0.2408 6.9638  0.118
H 1.3492 0.7420 5.0489  0.121
H 3.5875 1.4476 3.2781  0.108
H 5.7292 0.2618 3.5845  0.113
H 5.9551 -2.0925 2.8865  0.113
H 4.0527 -3.2607 1.8313  0.113
H 1.9087 -2.0797 1.5061  0.091
H -0.4268 2.4705 3.8804  0.106
H -0.1788 4.9023 4.1303  0.114
H 1.4619 6.1341 2.7571  0.115
H 2.9337 4.9074 1.1830  0.119
H 2.7393 2.4663 0.9612  0.094



Q: What is the formula in the first record?
A: C4H10O2